# 1
ORCA calculation (wB97M-V/def2-TZVPD) on a molecular structure, C26H26FN3O4PSTi.

```
63
Properties=species:S:1:pos:R:3:forces:R:3
Ti -1.098911 -0.715534 0.313724 0.0 -0.7 -0.5
N -2.327911 1.113263 0.120517 0.1 0.0 0.2
C -1.723157 2.218938 0.888661 -0.1 -0.1 -0.1
C -2.511105 3.082426 1.619099 0.2 0.1 0.0
C -1.888980 4.103440 2.334957 0.0 0.0 0.0
C -0.508005 4.245240 2.312336 0.0 0.0 0.0
C 0.276450 3.367964 1.577526 0.0 0.0 0.0
C -0.332002 2.347746 0.847215 0.0 0.2 0.1
P 0.567056 1.080415 -0.028041 -0.4 -0.1 0.3
C 0.113254 1.063017 -1.757034 0.0 0.1 -0.1
C 0.457289 -0.081065 -2.491525 0.1 0.0 -0.1
C 0.199405 -0.120596 -3.859062 0.0 0.0 0.1
C -0.393151 0.966474 -4.482985 0.0 0.0 0.0
C -0.744218 2.104137 -3.752946 0.0 0.0 0.0
C -0.499016 2.156854 -2.393923 -0.1 -0.1 0.1
C 2.314919 1.149944 0.205408 0.2 0.0 0.0
C 2.995775 0.187715 0.948712 0.1 0.0 0.1
C 4.368777 0.285299 1.102261 -0.1 0.0 0.0
C 5.050929 1.341987 0.511989 0.1 0.0 0.0
C 4.374947 2.301035 -0.234025 -0.1 0.0 0.0
C 3.003030 2.209603 -0.398249 0.1 -0.1 0.0
H -2.481183 1.408099 -0.844370 0.0 0.0 0.0
H -3.247915 0.920044 0.516793 -0.1 0.0 0.0
H -3.588740 2.976772 1.637946 0.0 0.0 0.0
H -2.492159 4.789154 2.914529 0.0 0.0 0.0
H -0.037974 5.040318 2.874438 0.0 0.0 0.0
H 1.353563 3.474924 1.580341 0.0 0.0 0.0
H 0.987766 -0.908807 -2.024807 0.0 0.0 0.0
H 0.494863 -0.983052 -4.442760 0.0 0.0 0.0
H -0.569049 0.942767 -5.550598 0.0 0.0 0.0
H -1.185141 2.953828 -4.256896 0.0 0.0 0.0
H -0.742603 3.053118 -1.833388 0.0 0.0 0.0
H 2.459824 -0.634594 1.409580 0.0 0.0 0.0
H 4.909412 -0.455351 1.674902 0.0 0.0 0.0
H 6.123688 1.418590 0.629618 0.0 0.0 0.0
H 4.916825 3.116740 -0.692096 0.0 0.0 0.0
H 2.483290 2.951337 -0.993867 0.0 0.0 0.0
C -3.358362 -0.841482 -2.432663 0.0 0.0 0.0
S -2.486121 -1.965673 -1.322941 0.1 0.2 0.1
C -1.461416 -2.913058 -2.468502 -0.1 -0.1 0.0
H -2.668837 -0.138696 -2.897261 0.0 0.0 0.0
H -4.136230 -0.337052 -1.862849 0.0 0.0 0.0
H -3.836801 -1.459367 -3.191972 0.0 0.0 0.0
H -2.125958 -3.621342 -2.960848 0.0 0.0 0.0
H -0.711230 -3.452689 -1.896580 0.0 0.0 0.0
H -0.995707 -2.245637 -3.185560 0.0 0.0 0.0
F -0.333508 0.014092 3.438560 -0.1 0.2 0.2
C -0.436375 -1.299042 3.274899 0.3 -0.3 0.0
C 0.647255 -2.099065 3.254916 0.0 0.0 -0.1
N 0.568429 -3.388290 2.792229 -0.2 0.0 -0.1
C 1.487921 -3.732865 1.705586 0.1 -0.1 0.0
C 1.185592 -2.983621 0.397556 -0.4 0.5 0.0
O 1.787822 -3.059632 -0.608270 -0.1 0.0 0.1
O 0.043372 -2.090304 0.463042 0.3 -0.1 0.0
C -0.676993 -4.042960 2.674435 -0.1 0.0 0.0
O -0.818555 -5.186362 2.401687 0.0 0.0 0.0
N -1.785818 -3.143620 2.704767 0.1 -0.1 0.1
C -1.596787 -1.826622 2.640946 -0.2 0.2 -0.1
O -2.295969 -1.096777 1.836020 0.3 0.3 0.2
H 1.640591 -1.697565 3.427212 0.0 0.0 0.0
H 1.410108 -4.802340 1.507488 0.1 0.0 0.0
H 2.521294 -3.518886 1.982898 0.0 0.0 0.0
H -2.647557 -3.543336 2.341226 0.0 0.0 -0.1
```
Positions in Å, forces in eV/Å.

For the LUMO energy, the calculation gives -10.909 eV. The calculation puts the maximum force at 0.0160 hartree/bohr. For the HOMO energy, the calculation gives -17.747 eV. The value obtained for the energy above the lowest of the compared OMol25 structures with the same formula, charge and spin is 70.4 kJ/mol. For the orbital gap, the calculation gives 6.838 eV. As for the spin multiplicity: 1. The total charge is +3.

=====

# 2
ORCA calculation (wB97M-V/def2-TZVPD) on a molecular structure, C12H27ClHoIN2OP2 at a distorted geometry.

```
47
Properties=species:S:1:pos:R:3:forces:R:3
C 0.028127 1.356769 -6.236738 0.0 -0.2 0.3
C 0.052198 2.319971 -5.160153 0.0 4.4 3.8
H 0.028129 1.826635 -7.243735 0.0 0.1 0.7
H -0.869895 0.732381 -6.078644 0.1 0.2 -0.1
H 0.910685 0.706539 -6.095291 -0.1 0.2 -0.1
O 0.062942 3.123517 -4.308016 0.0 -4.7 -4.8
I -0.144476 -2.292347 -3.204108 0.0 0.9 -1.4
Ho -0.003352 -0.829338 -0.810732 0.0 -0.9 1.1
P 2.690214 0.031556 -0.439946 1.7 0.0 0.5
C 3.346225 1.226340 0.782652 -0.5 0.3 0.0
C 3.342276 -1.514706 0.312900 -0.4 -0.3 -0.1
H 4.428746 -1.559396 0.150518 -0.4 0.0 0.1
H 4.890334 -0.122408 -1.494438 -0.3 0.2 0.0
H 2.852735 -2.379878 -0.152506 0.3 0.0 0.2
H 3.553202 -0.323982 -2.657539 0.2 0.1 0.1
H 2.793832 1.114381 1.720772 0.1 0.1 -0.1
H 3.123365 -1.522670 1.388517 0.0 -0.1 -0.3
C 3.902859 0.253619 -1.792269 -0.3 0.0 -0.5
H 4.414022 1.050488 0.967129 -0.3 0.0 -0.1
H 3.982306 1.313141 -2.069996 0.0 -0.3 0.0
H 3.201655 2.246852 0.408890 0.1 -0.1 0.2
P -2.666300 0.085135 -0.408711 -1.6 0.0 0.6
C -3.293647 1.290503 0.816972 0.4 0.3 0.0
C -3.896179 0.311595 -1.744826 0.3 0.0 -0.5
H -2.832460 -2.325183 -0.110564 -0.3 0.0 0.2
H -4.404115 -1.497611 0.196255 0.4 0.0 0.1
H -3.092729 -1.461312 1.428955 0.0 -0.1 -0.3
C -3.316763 -1.456427 0.354309 0.3 -0.3 -0.1
H -3.565015 -0.273204 -2.612136 -0.2 0.1 0.1
H -4.882940 -0.052644 -1.430909 0.3 0.2 0.0
H -4.359282 1.119893 1.015120 0.3 0.0 -0.1
H -3.150662 2.307223 0.432328 -0.1 -0.1 0.2
H -3.968377 1.370873 -2.025144 0.0 -0.3 0.0
H -2.731981 1.185551 1.750105 -0.1 0.0 -0.1
Cl 0.000745 -3.190813 -0.130039 0.0 -0.3 0.1
C -0.133267 0.662000 5.037161 0.0 0.1 0.6
N -0.055852 -0.121284 3.819025 0.0 0.1 0.0
C 0.072119 -1.505053 3.809835 0.0 0.9 -0.7
C 0.114020 -1.836749 2.496971 -0.1 0.4 0.0
N 0.008266 -0.699658 1.696558 -0.1 0.5 0.3
C -0.096713 0.340567 2.549676 0.2 -1.3 0.2
H -1.019100 0.337135 5.609037 0.4 0.3 -0.2
H 0.776807 0.468713 5.629285 -0.4 0.2 -0.2
H -0.208559 1.730005 4.791646 0.0 -0.4 0.1
H 0.124751 -2.133419 4.690905 0.0 0.4 -0.1
H 0.192979 -2.811405 2.065503 0.0 0.0 0.1
H -0.201891 1.398094 2.285403 0.1 -0.6 0.2
```
Positions in Å, forces in eV/Å.

For the LUMO energy (alpha / beta), the calculation gives -8.020 / -8.021 eV. Its expectation value of S² is 6.005. The calculation puts the maximum force at 0.1310 hartree/bohr. For the HOMO energy (alpha / beta), the calculation gives -13.402 / -13.425 eV. The value obtained for the energy above the lowest of the compared OMol25 structures with the same formula, charge and spin is 0.0 kJ/mol. For the orbital gap (alpha / beta), the calculation gives 5.381 / 5.405 eV. As for the spin multiplicity: 5. The total charge is +2.

=====

# 3
ORCA calculation (wB97M-V/def2-TZVPD) on 2 unconnected molecules or ions with the total composition C4H8O3 at a distorted geometry.

```
15
Properties=species:S:1:pos:R:3:forces:R:3
C -2.681098 -0.423667 0.002599 -0.3 -0.1 0.2
O -1.647589 0.062415 0.849869 -1.0 0.2 0.2
C -0.106487 0.755707 -0.558747 -0.2 0.3 -1.1
O -0.693395 0.958471 -1.553698 0.5 -0.2 1.0
C 0.801139 0.468571 0.361680 0.3 0.4 -0.3
C 2.164562 0.216383 -0.187264 0.0 0.4 -0.2
O 2.720956 -0.894955 0.487505 0.2 -0.1 0.0
H -2.315667 -1.194986 -0.683049 -0.1 0.1 0.1
H -3.488023 -0.824799 0.625530 0.1 0.0 -0.2
H -3.068333 0.408933 -0.593684 0.1 -0.1 0.1
H 0.658223 0.698090 1.412606 -0.1 -0.2 -0.3
H -0.905379 -0.542164 0.841847 0.0 -0.5 0.2
H 2.075199 0.033518 -1.270110 0.2 0.0 0.2
H 2.769734 1.118261 -0.039070 0.3 -0.2 0.0
H 3.656692 -0.925828 0.262579 0.0 -0.1 0.1
```
Positions in Å, forces in eV/Å.

For the LUMO energy, the calculation gives 0.813 eV. The calculation puts the maximum force at 0.0232 hartree/bohr. For the HOMO energy, the calculation gives -8.866 eV. The value obtained for the energy above the lowest of the compared OMol25 structures with the same formula, charge and spin is 300.0 kJ/mol. For the orbital gap, the calculation gives 9.679 eV. As for the spin multiplicity: 1. The total charge is 0.

=====

# 4
ORCA calculation (wB97M-V/def2-TZVPD) on a molecular structure, C5H9O5Pb at a distorted geometry.

```
20
Properties=species:S:1:pos:R:3:forces:R:3
C 3.390252 -12.561226 3.344226 0.2 -0.2 -0.1
C 2.500500 -11.524476 2.693825 0.1 0.3 -0.6
O 1.649033 -10.805218 3.583274 1.0 -1.3 0.5
Pb 1.484705 -11.266228 5.611839 -0.2 0.0 1.0
H 4.022772 -13.040856 2.584566 -0.2 0.2 0.1
H 4.066691 -12.097488 4.078074 -0.2 -0.2 -0.1
H 2.796096 -13.358328 3.817522 0.3 0.3 0.0
H 1.883353 -12.003181 1.914784 0.1 0.0 0.2
H 3.134134 -10.801041 2.152053 -0.1 -0.1 0.2
C 0.686952 -9.153975 2.635748 -1.5 2.6 -2.2
C 0.192240 -8.119000 3.649695 0.0 0.0 0.1
O -0.564779 -7.111352 3.004244 0.4 0.3 1.3
C -0.093198 -6.805729 1.759771 -2.8 -0.7 -1.9
O 0.610051 -7.774081 1.283036 1.0 -1.2 0.8
O -0.641006 -5.915066 1.134188 1.3 0.0 0.8
O -0.308493 -10.039510 2.337003 1.1 -0.2 -0.1
H 1.721114 -9.093100 2.279050 -0.7 -1.0 0.4
H 1.054908 -7.680322 4.166828 -0.2 -0.1 0.1
H -0.534044 -8.572251 4.339253 0.6 -0.1 0.0
H -0.016924 -10.979205 2.455915 0.1 1.4 -0.4
```
Positions in Å, forces in eV/Å.

For the LUMO energy (alpha / beta), the calculation gives -1.795 / -1.738 eV. Its expectation value of S² is 0.752. The calculation puts the maximum force at 0.0731 hartree/bohr. For the HOMO energy (alpha / beta), the calculation gives -7.408 / -9.100 eV. For the orbital gap (alpha / beta), the calculation gives 5.613 / 7.362 eV. As for the spin multiplicity: 2. The total charge is 0.

=====

# 5
ORCA calculation (wB97M-V/def2-TZVPD) on a molecular structure, C12H30ClF6NO13S2Y at a distorted geometry.

```
66
Properties=species:S:1:pos:R:3:forces:R:3
Y 6.814330 -26.513633 -7.402102 1.0 1.5 0.2
Cl 5.488822 -22.953806 -8.474263 1.4 1.2 -0.8
O 6.100952 -23.321434 -9.733153 -0.7 0.4 0.3
O 5.341756 -24.195538 -7.719137 -0.2 -2.4 1.2
O 6.406120 -22.136219 -7.705133 0.0 -0.1 -0.1
O 4.229752 -22.300196 -8.602915 0.4 -0.6 -0.1
C 7.492287 -27.087255 -11.817338 0.1 -1.3 -0.3
F 6.590305 -26.158894 -11.898760 -0.1 0.6 0.3
F 7.326242 -27.975700 -12.763881 -0.4 -0.4 -0.1
F 8.718927 -26.632360 -11.930821 0.3 0.6 0.5
S 7.374106 -27.981860 -10.120077 0.1 0.7 1.7
O 7.543742 -29.384610 -10.241877 -0.5 0.0 -0.7
O 8.341659 -27.377178 -9.219518 0.9 1.1 0.6
N 6.010141 -27.382540 -9.281404 0.3 -2.3 -3.7
S 4.764997 -28.227200 -9.946421 -3.5 -1.0 -0.1
O 4.983216 -28.942702 -11.182089 1.1 1.3 0.7
O 4.143332 -29.008500 -8.911192 0.2 0.7 0.4
C 3.539016 -26.872602 -10.461099 -0.5 -0.5 -0.6
F 3.874005 -26.454391 -11.671313 0.5 0.5 0.2
F 2.320316 -27.390693 -10.586690 0.1 -0.5 0.5
F 3.472491 -25.888895 -9.591272 0.5 0.3 0.2
C 9.832868 -23.140538 -9.529138 0.3 0.9 0.8
C 9.494432 -24.524434 -9.026583 -0.9 -0.1 -1.6
O 8.317050 -24.509815 -8.168552 0.8 -0.4 0.7
H 10.122663 -22.452701 -8.723969 0.5 -0.4 0.2
H 9.025121 -22.548385 -9.962502 -0.3 -0.8 -0.4
H 10.664024 -23.211185 -10.228866 0.0 0.1 0.0
H 10.345959 -25.074051 -8.622343 0.0 0.3 0.6
H 9.192833 -25.110346 -9.894169 0.0 -0.1 0.1
H 8.328231 -23.624074 -7.773124 -0.8 0.0 -0.1
C 11.026426 -28.148251 -6.960910 -0.1 0.3 -0.7
C 9.980360 -27.701188 -5.941703 1.0 -1.7 -0.6
O 9.163074 -26.690089 -6.563295 0.2 0.2 1.1
H 11.523233 -29.090645 -6.734993 -0.1 0.1 0.3
H 11.792733 -27.393358 -7.154926 0.0 0.0 0.4
H 10.536201 -28.260659 -7.930349 -0.1 -0.2 0.1
H 10.474996 -27.420590 -5.009812 -0.3 0.7 0.0
H 9.381245 -28.574130 -5.687737 -0.4 0.3 -0.1
H 9.705257 -25.896520 -6.457664 -0.5 0.3 -0.5
C 8.313851 -24.425432 -3.721186 0.4 -0.8 0.3
C 7.465150 -24.497060 -4.957532 0.4 0.7 0.3
O 6.822298 -25.785851 -5.077775 -0.1 0.4 0.3
H 7.785215 -24.774279 -2.827465 -0.4 0.6 0.0
H 8.652847 -23.397674 -3.608789 0.2 -0.1 0.3
H 9.144757 -25.137379 -3.739948 0.3 0.3 -0.4
H 8.074515 -24.370876 -5.849530 -0.1 0.1 0.0
H 6.738077 -23.683675 -4.908549 -0.3 -0.3 -0.4
H 6.444602 -25.903156 -4.195227 -0.3 -0.6 -0.3
C 2.361406 -27.345609 -6.354010 -0.7 0.0 0.7
C 3.753895 -27.706525 -5.972696 0.5 -1.3 0.6
O 4.731943 -26.766157 -6.478546 -0.3 0.1 0.3
H 2.144355 -27.282530 -7.416894 0.3 -0.2 -0.1
H 2.047535 -26.413889 -5.875313 0.1 0.1 -0.1
H 1.735279 -28.118851 -5.899614 -0.2 0.0 -0.2
H 4.030983 -28.730770 -6.229985 0.1 0.4 -0.9
H 3.896872 -27.775723 -4.884895 -0.3 0.6 0.0
H 4.517490 -25.960275 -5.984778 0.1 0.3 -0.5
C 8.257723 -30.703144 -7.242316 0.1 0.7 -0.6
C 6.827227 -30.142616 -7.128116 1.0 -2.3 0.7
O 6.786566 -28.821343 -6.562952 0.0 0.9 -0.2
H 8.761020 -30.228944 -8.086344 0.2 -0.1 0.1
H 8.269122 -31.781495 -7.397272 -0.4 0.0 -0.2
H 8.876456 -30.562856 -6.353821 -0.3 0.2 0.2
H 6.351158 -30.862726 -6.457333 -0.6 0.5 0.2
H 6.274425 -30.212839 -8.058380 0.1 0.6 -0.1
H 6.972690 -28.876021 -5.617994 0.0 -0.2 -0.1
```
Positions in Å, forces in eV/Å.

For the LUMO energy, the calculation gives -3.261 eV. The calculation puts the maximum force at 0.0862 hartree/bohr. For the HOMO energy, the calculation gives -12.415 eV. The value obtained for the energy above the lowest of the compared OMol25 structures with the same formula, charge and spin is 13.7 kJ/mol. For the orbital gap, the calculation gives 9.154 eV. As for the spin multiplicity: 1. The total charge is +1.

=====

# 6
ORCA calculation (wB97M-V/def2-TZVPD) on a molecular structure, CH7NOP3 at a distorted geometry.

```
13
Properties=species:S:1:pos:R:3:forces:R:3
C 1.070909 -1.747347 0.316188 -1.6 0.5 -0.4
N -0.379993 1.144846 0.695531 2.7 -0.4 0.9
O -1.750517 1.018024 0.584198 -2.5 0.9 0.4
P 2.314177 0.990693 -0.182524 0.9 0.2 -0.1
P -2.356951 -0.071116 -0.405564 -1.7 -0.4 -2.0
P 0.411171 0.051944 -0.265944 -0.5 -1.6 -1.1
H 1.081162 -1.653404 1.429195 0.5 -0.8 -0.8
H 0.396265 -2.573109 -0.103206 0.6 1.2 1.0
H 2.005284 -1.857695 -0.250720 0.2 0.0 0.8
H 1.925141 1.786274 0.888374 0.3 -0.1 1.4
H 1.602805 2.010419 -0.748399 0.1 1.1 -1.5
H -2.567105 0.587012 -1.754459 0.6 -0.5 0.8
H -3.752347 0.313454 -0.202665 0.5 -0.2 0.4
```
Positions in Å, forces in eV/Å.

For the LUMO energy, the calculation gives 4.358 eV. The calculation puts the maximum force at 0.0562 hartree/bohr. For the HOMO energy, the calculation gives -2.493 eV. The value obtained for the energy above the lowest of the compared OMol25 structures with the same formula, charge and spin is 12.6 kJ/mol. For the orbital gap, the calculation gives 6.851 eV. As for the spin multiplicity: 1. The total charge is -1.